[1]
{
  "formula": "INa",
  "method": "ωB97M-V with the def2-TZVPD basis set",
  "elements": ["Na", "I"],
  "positions_angstrom": [[-0.81, -1.07, 0.62], [0.81, 1.07, -0.62]],
  "charge": 0,
  "total_energy_ev": -12518.3265,
  "de_lowest_ev": 0.079
}

***

[2]
{
  "formula": "IPt2",
  "method": "ωB97M-V with the def2-TZVPD basis set",
  "elements": ["Pt", "Pt", "I"],
  "positions_angstrom": [[-0.46, 0.21, 2.62], [0.22, 0.12, -2.68], [0.24, -0.33, 0.06]],
  "charge": 3,
  "s2": 6.0412,
  "spin_multiplicity": 5,
  "total_energy_ev": -14548.5095,
  "de_lowest_ev": 0.000
}

***

[3]
{
  "formula": "Li2O8S2",
  "method": "ωB97M-V with the def2-TZVPD basis set",
  "elements": ["Li", "Li", "S", "O", "O", "O", "O", "S", "O", "O", "O", "O"],
  "positions_angstrom": [[1.38, -4.51, 7.60], [-1.07, -5.30, 10.63], [-4.38, -4.31, 7.89], [-3.91, -4.58, 9.29], [0.76, -3.77, 6.07], [-3.27, -2.85, 7.24], [-0.48, -1.78, 7.61], [-2.09, -7.73, 6.54], [2.14, -6.78, 6.86], [-2.81, -5.91, 8.18], [-2.20, -3.58, 10.99], [-0.51, -5.47, 7.48]],
  "charge": -2,
  "total_energy_ev": -38425.9280
}

***

[4]
{
  "formula": "Li3NO3",
  "method": "ωB97M-V with the def2-TZVPD basis set",
  "elements": ["Li", "Li", "Li", "N", "O", "O", "O"],
  "positions_angstrom": [[-7.75, 1.30, -4.54], [-3.55, 0.75, -7.29], [-7.09, -1.99, -10.04], [-6.07, -0.40, -7.42], [-5.49, 0.69, -7.76], [-6.56, -0.40, -6.35], [-6.33, -1.36, -8.32]],
  "charge": 1,
  "s2": 0.7535,
  "spin_multiplicity": 2,
  "total_energy_ev": -8237.7932
}

***

[5]
{
  "formula": "LiN2O6",
  "method": "ωB97M-V with the def2-TZVPD basis set",
  "elements": ["Li", "N", "O", "O", "O", "N", "O", "O", "O"],
  "positions_angstrom": [[-0.03, 0.41, -0.74], [2.75, 1.55, 0.55], [3.48, 2.09, -0.20], [3.38, 1.12, 1.48], [1.58, 1.10, 0.40], [-2.82, -1.58, -0.31], [-1.87, -0.76, -0.53], [-2.85, -2.35, -1.22], [-3.62, -1.58, 0.56]],
  "charge": -1,
  "total_energy_ev": -15465.3579,
  "de_lowest_ev": 0.000
}

***

[6]
{
  "formula": "N2",
  "method": "ωB97M-V with the def2-TZVPD basis set",
  "elements": ["N", "N"],
  "positions_angstrom": [[-0.10, 0.82, 0.26], [0.10, -0.82, -0.26]],
  "charge": 0,
  "total_energy_ev": -2971.3147,
  "smiles": "N#N",
  "de_lowest_ev": 9.763
}

***

[7]
{
  "formula": "N2",
  "method": "ωB97M-V with the def2-TZVPD basis set",
  "elements": ["N", "N"],
  "positions_angstrom": [[-0.71, -0.38, 0.12], [0.71, 0.38, -0.12]],
  "charge": 1,
  "s2": 0.7510,
  "spin_multiplicity": 2,
  "total_energy_ev": -2959.7929,
  "de_lowest_ev": 5.321
}

***

[8]
{
  "formula": "N2O2",
  "method": "ωB97M-V with the def2-TZVPD basis set",
  "elements": ["N", "N", "O", "O"],
  "positions_angstrom": [[-1.07, 0.52, 0.04], [1.09, 0.54, -0.04], [-1.22, -0.61, -0.04], [1.21, -0.60, 0.04]],
  "charge": 0,
  "total_energy_ev": -7070.0497,
  "de_lowest_ev": 0.811
}

***

[9]
{
  "formula": "N2O4",
  "method": "ωB97M-V with the def2-TZVPD basis set",
  "elements": ["N", "N", "O", "O", "O", "O"],
  "positions_angstrom": [[-2.67, -0.04, -0.41], [2.46, 0.26, -0.07], [-3.87, -0.46, -0.06], [3.28, 0.63, 0.86], [2.69, -0.73, -0.84], [-1.89, 0.34, 0.52]],
  "charge": -2,
  "total_energy_ev": -11164.5806,
  "de_lowest_ev": 0.010
}

***

[10]
{
  "formula": "N2O4",
  "method": "ωB97M-V with the def2-TZVPD basis set",
  "elements": ["N", "N", "O", "O", "O", "O"],
  "positions_angstrom": [[-0.57, 1.68, 0.29], [0.60, -1.67, -0.30], [0.38, 2.19, 0.45], [0.62, -2.73, -0.24], [-1.51, 1.12, 0.17], [0.49, -0.60, -0.37]],
  "charge": 2,
  "total_energy_ev": -11139.5616,
  "de_lowest_ev": 1.218
}

***

[11]
{
  "formula": "N2O6Pb4",
  "method": "ωB97M-V with the def2-TZVPD basis set",
  "elements": ["Pb", "Pb", "Pb", "Pb", "N", "O", "O", "O", "N", "O", "O", "O"],
  "positions_angstrom": [[1.58, 1.09, 1.60], [-3.96, -0.56, -1.58], [-2.27, -3.34, 2.48], [-3.03, 2.35, 0.93], [-1.32, -0.34, 0.54], [-2.37, 0.21, 0.15], [-0.15, 0.19, 0.33], [-1.56, -0.76, 1.66], [3.31, 0.17, -1.47], [2.94, -0.20, -2.61], [2.37, 0.51, -0.66], [4.45, 0.66, -1.38]],
  "charge": 6,
  "total_energy_ev": -36151.6275
}

***

[12]
{
  "formula": "N3O7S2",
  "method": "ωB97M-V with the def2-TZVPD basis set",
  "elements": ["N", "N", "N", "O", "O", "O", "O", "O", "O", "O", "S", "S"],
  "positions_angstrom": [[-1.49, 0.58, 2.44], [-0.73, 0.14, 1.44], [0.92, 1.48, -3.42], [0.73, 1.75, -2.15], [0.44, -1.01, -0.12], [-1.39, -0.55, 3.28], [0.39, 0.48, -3.90], [0.91, -1.56, 2.86], [-0.99, -2.60, 1.73], [1.62, 2.31, -4.04], [-0.08, 0.37, 0.00], [-0.38, -1.43, 2.26]],
  "charge": -1,
  "total_energy_ev": -40465.4873,
  "de_lowest_ev": 1.472
}

***

Question: Which of these has the highest charge?
Answer: N2O6Pb4